Record 1
Molecular formula: C5H9NO
Method: DFT, wB97M-V/def2-TZVPD

Element x y z (Å)
1 C -2.12120 -0.43372 0.11412
2 C -1.17230 0.56236 0.72804
3 N 0.00702 0.19071 1.52148
4 C 0.19982 0.85032 0.23640
5 C 1.02755 0.16680 -0.82459
6 C 2.30586 -0.39712 -0.37578
7 O 1.20604 -1.23700 -0.74363
8 H -2.71960 0.09727 -0.63578
9 H -2.80872 -0.82921 0.87227
10 H -1.60295 -1.26637 -0.37717
11 H -1.66982 1.43107 1.16402
12 H 0.17550 -0.80827 1.36694
13 H 0.47147 1.90504 0.29950
14 H 0.98393 0.57762 -1.83794
15 H 3.17065 -0.42822 -1.03983
16 H 2.52561 -0.35380 0.69428

Atomic forces in eV per Å
C 0.1 0.0 0.0
C 0.0 0.1 -0.2
N 0.0 -0.4 0.2
C 0.0 0.4 -0.3
C -0.1 0.4 0.1
C 0.2 0.1 0.0
O -0.1 -0.1 0.1
H 0.0 -0.2 0.1
H 0.2 0.0 -0.2
H -0.1 0.2 0.1
H 0.0 -0.2 -0.1
H 0.0 0.2 0.1
H 0.2 -0.1 0.1
H -0.1 -0.2 0.2
H -0.3 0.0 0.1
H -0.1 -0.1 -0.3

Calculated values
HOMO-LUMO gap: 10.32 eV
Highest occupied orbital energy: -9.182 eV
Spin multiplicity: 1
Max |F|: 0.5 eV/A
Net charge: 0
ΔE to the lowest compared entry with this formula, charge and spin: 69.8 kcal per mole
SMILES: C[C@H]1N[C@H]1[C@H]1CO1

Record 2
Molecular formula: CH5N2O
Method: DFT, wB97M-V/def2-TZVPD

Element x y z (Å)
1 C 0.35947 0.87834 -0.22993
2 N 0.13551 -1.37532 -0.02775
3 N -0.39600 -0.20830 -0.67564
4 O -1.87129 0.07401 0.27211
5 H 0.09347 1.78035 -0.66121
6 H 0.30252 1.15684 0.78870
7 H 1.48714 0.79580 -0.34685
8 H 0.47059 -1.08475 0.82742
9 H -0.58139 -2.01697 0.05316

Atomic forces in eV per Å
C 2.9 0.3 0.2
N 1.5 1.3 -3.3
N -3.8 -1.0 2.3
O 3.0 -0.5 -2.1
H -0.8 1.6 -1.6
H -0.6 -0.4 1.9
H -0.8 -0.4 -0.6
H 0.5 0.4 2.7
H -1.8 -1.2 0.4

Calculated values
HOMO-LUMO gap (alpha / beta): 7.30 / 7.30 eV
Highest occupied orbital energy (alpha / beta): -2.470 / -2.469 eV
Spin multiplicity: 1
Max |F|: 4.6 eV/A
Net charge: -1
ΔE to the lowest compared entry with this formula, charge and spin: 107.6 kcal per mole

Record 3
Molecular formula: C4H11N2Se
Method: DFT, wB97M-V/def2-TZVPD

Element x y z (Å)
1 C 0.68483 1.19203 -0.76745
2 C 1.27080 -0.38827 1.44515
3 C -0.71475 0.56441 -0.43385
4 C -0.59493 -0.77945 0.23156
5 N -1.56105 1.39799 0.37539
6 N -0.05647 -1.81711 -0.63719
7 Se 2.20677 0.13424 -0.08067
8 H 0.85182 1.29474 -1.84158
9 H 0.75345 2.19024 -0.33259
10 H 0.91691 0.37395 2.11724
11 H 1.59830 -1.30673 1.91164
12 H -1.23488 0.42940 -1.39388
13 H -1.40256 -1.07072 0.88585
14 H -1.96935 2.16723 -0.13978
15 H -1.09593 1.75410 1.19945
16 H 0.98370 -1.54498 -0.76707
17 H -0.50872 -1.84394 -1.56082
18 H -0.12794 -2.74714 -0.21139

Atomic forces in eV per Å
C 0.3 0.0 -0.1
C -2.9 -0.7 -1.6
C 0.3 -0.1 -0.1
C 2.4 1.0 2.1
N -0.2 0.0 0.2
N 0.3 -0.2 -0.2
Se 0.1 0.3 -0.3
H 0.0 0.0 0.1
H -0.1 -0.1 0.0
H 0.0 0.2 0.1
H 0.1 -0.1 0.1
H 0.1 0.0 0.0
H -0.1 -0.2 -0.1
H 0.1 0.0 0.1
H 0.0 0.0 0.0
H -0.5 -0.2 -0.1
H 0.2 -0.1 0.2
H 0.1 0.2 -0.1

Calculated values
HOMO-LUMO gap: 9.41 eV
Highest occupied orbital energy: -12.983 eV
Spin multiplicity: 1
Max |F|: 3.4 eV/A
Net charge: +1
ΔE to the lowest compared entry with this formula, charge and spin: 29.2 kcal per mole

Record 4
Molecular formula: C12H39NO11
Method: DFT, wB97M-V/def2-TZVPD

Element x y z (Å)
1 C 4.72405 7.91150 12.77390
2 O 5.62638 7.75636 13.81702
3 C 5.08880 8.43278 14.88678
4 C 6.16232 8.51226 15.94213
5 C 5.58267 9.14848 17.20480
6 N 7.33603 9.11991 15.37124
7 H 4.96530 7.27865 11.96005
8 H 4.75303 8.92860 12.27003
9 H 3.76085 7.54930 13.08685
10 H 4.75184 9.43138 14.55189
11 H 4.21913 7.88261 15.23601
12 H 6.42488 7.47743 16.24137
13 H 4.83019 8.49122 17.55460
14 H 5.06434 10.08655 16.98849
15 H 6.38656 9.24871 17.93041
16 H 7.69361 8.44893 14.70218
17 H 7.14251 10.02877 14.89869
18 O 5.09131 12.73236 5.74233
19 C 4.76060 11.33665 5.73787
20 C 5.04782 10.80676 7.09888
21 O 6.33992 11.08083 7.57290
22 H 4.95999 13.14807 4.85345
23 H 3.68738 11.20593 5.61616
24 H 5.22297 10.82750 4.86418
25 H 4.93437 9.76894 7.12032
26 H 4.33264 11.27128 7.79925
27 H 6.55742 12.02295 7.30854
28 O 6.82178 4.19390 8.47850
29 C 6.49112 4.53483 7.13961
30 C 6.56587 6.00880 6.82228
31 O 5.80612 6.87328 7.68186
32 H 7.72010 4.40104 8.60693
33 H 7.10246 3.99114 6.41236
34 H 5.44919 4.21414 7.04147
35 H 6.11201 6.13024 5.85994
36 H 7.59130 6.40417 6.79048
37 H 5.65652 6.35761 8.46832
38 O 7.06924 4.82416 11.46958
39 C 7.81404 5.98402 11.17380
40 C 9.20926 5.67505 10.66926
41 O 9.28602 5.16793 9.38287
42 H 6.88026 4.40688 10.55899
43 H 7.19927 6.66039 10.49058
44 H 7.92945 6.58847 12.14847
45 H 9.60787 4.88386 11.37433
46 H 9.92005 6.51167 10.67278
47 H 9.59742 5.82476 8.75454
48 O 8.96794 9.43916 11.05036
49 C 7.94969 10.14412 11.75440
50 C 8.62908 11.10825 12.86494
51 O 7.58823 11.87874 13.48827
52 H 8.65673 9.12826 10.14005
53 H 7.30571 10.79198 11.17405
54 H 7.34857 9.38987 12.29532
55 H 9.29565 11.78667 12.35166
56 H 9.07386 10.40912 13.52123
57 H 7.81201 11.84278 14.42929
58 O 9.71933 7.40822 7.61314
59 H 10.15479 7.79677 6.84850
60 H 9.27187 8.07413 8.11347
61 O 7.64875 8.78729 8.68056
62 H 7.57049 9.66967 8.32842
63 H 6.82302 8.33706 8.37780

Atomic forces in eV per Å
C 0.2 0.5 -1.6
O 0.3 -0.2 -1.2
C -0.1 0.2 1.0
C -0.8 -0.2 0.4
C 0.9 0.5 -0.9
N 0.8 1.0 0.3
H 0.7 -1.0 -0.7
H -0.4 -0.6 1.2
H -0.9 0.5 0.1
H 0.2 0.0 0.4
H -0.5 -0.1 0.3
H 0.1 0.4 -0.4
H -0.7 -0.7 0.7
H 0.4 0.2 0.1
H -0.2 0.3 0.2
H 0.1 0.4 -0.2
H -0.1 -1.3 0.3
O 0.0 0.4 -0.9
C -0.4 0.5 -1.3
C 0.0 1.5 0.7
O 1.3 1.7 -0.5
H 0.1 -0.8 1.2
H -0.3 0.0 -0.2
H 0.2 0.1 0.8
H -0.4 -1.8 0.0
H 0.0 -0.2 -0.2
H -0.4 -1.5 0.5
O -2.0 -0.2 -0.6
C -0.7 -0.1 0.5
C 0.5 0.7 0.0
O 0.0 -0.2 -0.1
H 2.4 0.5 0.6
H 0.0 0.0 0.0
H 0.1 0.0 -0.2
H 0.0 0.1 -0.9
H -0.1 -0.3 0.0
H -0.2 -0.2 0.8
O -0.3 -1.0 -2.2
C -0.5 2.1 0.9
C 1.1 -0.1 1.4
O -0.6 -1.4 -1.5
H 0.2 0.7 2.1
H 1.0 -0.6 0.5
H -0.2 -1.0 -1.3
H -0.3 0.8 -0.7
H -0.5 0.3 0.7
H 0.1 0.4 -0.1
O -0.2 0.2 -1.3
C 0.8 0.2 1.6
C -2.0 -0.9 -2.6
O 0.6 -0.7 0.5
H 0.0 0.7 2.0
H -0.1 -0.1 -0.6
H -0.1 0.5 -0.1
H 0.5 -0.1 0.1
H 1.0 -0.2 1.0
H -0.3 0.4 -0.2
O 1.0 -1.4 -0.7
H -0.1 0.1 0.3
H -0.8 1.0 0.3
O -0.5 -0.6 0.0
H -0.3 0.9 -0.3
H 0.7 -0.1 0.2

Calculated values
HOMO-LUMO gap: 9.19 eV
Highest occupied orbital energy: -8.916 eV
Spin multiplicity: 1
Max |F|: 3.4 eV/A
Net charge: 0
ΔE to the lowest compared entry with this formula, charge and spin: 9.3 kcal per mole
SMILES: COC[C@H](C)N.OCCO.OCCO.OCCO.OCCO.O.O

Record 5
Molecular formula: C15H16GaN3Se2Te2
Method: DFT, wB97M-V/def2-TZVPD

Element x y z (Å)
1 Ga 11.27955 9.22235 7.00221
2 Se 13.28156 8.71619 5.78170
3 Te 15.01554 9.57200 7.43480
4 Te 13.89500 9.03287 9.96317
5 Se 11.43175 9.53456 9.37800
6 C 10.38579 10.94305 4.57199
7 N 10.28586 11.04255 6.03800
8 C 10.99544 12.22298 6.58883
9 C 8.87400 10.99192 6.52715
10 C 8.39679 8.57642 6.29383
11 C 7.41364 7.64282 5.59352
12 C 7.93041 6.37224 5.14057
13 C 9.17270 5.94804 5.55055
14 C 10.03141 6.80110 6.25646
15 C 9.77702 8.11485 6.44670
16 H 9.72481 11.68077 4.07512
17 H 10.18627 9.95116 4.23920
18 H 11.45803 11.18935 4.33605
19 H 10.38146 13.13765 6.49757
20 H 11.94277 12.41490 5.98641
21 H 11.29620 12.06538 7.60969
22 H 8.38453 11.94564 6.35110
23 H 8.88104 10.86026 7.64300
24 H 6.58742 8.09970 5.01307
25 H 7.44769 5.75811 4.44861
26 H 9.59113 4.97241 5.28937
27 H 11.01181 6.39657 6.49772
28 N 5.60365 7.17651 9.89888
29 C 5.84522 7.70038 8.89975
30 C 6.21958 8.44014 7.70832
31 C 5.37407 9.42925 7.22116
32 C 5.65268 10.19048 6.05758
33 C 6.86347 10.40121 5.49808
34 N 8.11931 9.94395 5.88019
35 C 7.34258 7.81149 7.05501
36 H 4.43557 9.58188 7.70394
37 H 4.88612 10.65833 5.47924
38 H 6.86813 11.12346 4.69282
39 H 7.84469 6.99120 7.57646

Atomic forces in eV per Å
Ga 0.1 0.3 -0.2
Se -0.1 0.1 0.6
Te -0.5 0.1 0.5
Te -0.3 0.0 -1.2
Se 0.4 0.2 -0.2
C 1.3 1.5 0.2
N 0.5 -0.4 1.0
C 0.7 0.7 -1.6
C 0.6 -0.5 0.7
C -0.7 0.2 -0.7
C -1.1 -1.0 -1.5
C 2.7 -0.5 0.7
C -2.1 -0.8 -0.7
C 1.2 0.9 0.5
C -0.1 0.1 0.2
H 0.2 -0.4 0.1
H -0.3 -0.7 -0.2
H -1.1 -0.3 0.0
H 0.1 -0.3 0.1
H -1.2 -0.4 0.8
H -0.1 -0.1 0.5
H 0.0 0.2 -0.2
H 0.2 0.1 -0.7
H 0.8 -0.4 0.4
H -1.1 -0.6 -1.0
H -0.5 0.3 -0.2
H 0.0 0.2 0.0
N 0.1 0.0 -0.5
C -0.3 0.7 0.4
C -2.6 0.9 0.0
C 1.6 -2.4 1.1
C 1.5 0.4 -1.2
C -1.1 0.2 0.3
N 1.0 0.8 0.8
C 1.8 0.2 0.8
H -0.4 0.2 0.5
H -0.8 0.3 0.2
H 0.2 0.0 -0.3
H -0.6 0.2 0.2

Calculated values
HOMO-LUMO gap: 6.57 eV
Highest occupied orbital energy: -7.376 eV
Spin multiplicity: 1
Max |F|: 3.1 eV/A
Net charge: 0
ΔE to the lowest compared entry with this formula, charge and spin: 82.2 kcal per mole

Record 6
Molecular formula: C10H24N4O14
Method: DFT, wB97M-V/def2-TZVPD

Element x y z (Å)
1 C 3.72482 0.83899 0.44880
2 O 2.79255 1.15564 -0.52560
3 C 2.61192 0.25194 -1.58796
4 O 3.35307 -0.77864 -1.88316
5 O 1.49395 0.57291 -2.25768
6 C 0.66115 1.79910 -2.07530
7 H 3.42845 0.12322 1.21557
8 H 4.00154 1.75948 0.96285
9 H 4.66948 0.52499 0.00482
10 H -0.35004 1.62842 -1.70590
11 H 0.45193 2.16496 -3.08052
12 H 1.08063 2.70446 -1.63661
13 C -2.23516 1.21819 1.19888
14 O -1.41245 2.27876 1.65382
15 C -1.94974 3.36346 2.14320
16 O -3.09756 3.47169 2.67019
17 O -0.98853 4.36392 2.12219
18 C -1.29732 5.66577 2.52790
19 H -3.11170 1.46330 0.59913
20 H -2.51831 0.65382 2.08737
21 H -1.67178 0.58993 0.50896
22 H -2.33454 5.92937 2.32104
23 H -0.66323 6.43883 2.09386
24 H -1.26108 5.81449 3.60710
25 C 0.96421 -1.36794 -0.38943
26 N 0.48006 -0.23314 0.33985
27 O 1.25201 0.39040 1.06473
28 O -0.70761 -0.02166 0.27100
29 H 1.06334 -1.02460 -1.41918
30 H 0.13477 -2.05169 -0.57003
31 H 1.86236 -1.85736 -0.01274
32 C 3.42652 -3.73636 1.56380
33 N 2.06391 -3.49400 0.97528
34 O 1.76171 -3.84144 -0.14723
35 O 1.30483 -2.88580 1.69968
36 H 4.11640 -3.27397 0.85785
37 H 3.55233 -4.79822 1.77527
38 H 3.48364 -3.17984 2.49928
39 C -1.47081 -2.23273 -3.76448
40 N -0.74517 -2.23382 -2.41914
41 O 0.42805 -2.66314 -2.42133
42 O -1.35510 -1.81081 -1.42486
43 H -2.12091 -3.10253 -3.85892
44 H -0.71648 -2.18122 -4.54961
45 H -2.03789 -1.30332 -3.81653
46 C -2.60502 -1.36816 0.12099
47 N -3.84457 -0.60754 0.57014
48 O -4.76616 -0.43310 -0.19744
49 O -3.82439 -0.10491 1.69511
50 H -2.54440 -1.16302 -0.94781
51 H -2.77035 -2.41324 0.38287
52 H -1.76321 -1.00369 0.70973

Atomic forces in eV per Å
C 2.6 0.2 0.8
O -0.6 -1.5 -3.2
C 3.4 -1.8 0.4
O -3.7 5.6 1.5
O 0.2 1.3 -0.3
C 0.0 0.6 -1.3
H -0.4 0.0 -0.5
H -0.5 0.2 0.0
H -0.1 -0.3 -0.2
H 0.5 -0.8 0.7
H 0.3 -0.5 -0.4
H 0.6 -0.8 0.7
C -2.3 2.1 1.3
O 1.1 1.4 -1.3
C -2.9 1.3 2.6
O 4.0 0.0 -2.2
O -0.2 -1.4 -0.6
C -1.5 1.0 1.0
H -0.2 1.8 0.8
H 1.2 1.0 -0.3
H -3.7 3.8 2.1
H -0.1 -0.2 -0.4
H 0.3 -0.6 -0.4
H 0.4 -0.4 0.2
C 0.1 -0.8 -1.1
N 3.1 -0.2 2.4
O -2.1 -1.0 -0.3
O 8.4 -1.7 -3.2
H 0.2 -0.3 0.9
H 1.1 0.3 1.9
H -0.6 1.7 -0.6
C 0.0 0.5 -0.2
N -0.3 -0.7 1.0
O 0.9 -0.9 0.3
O -0.3 -0.1 0.7
H 0.2 -0.6 -0.1
H 0.1 0.1 -0.5
H -0.3 -0.1 -0.2
C 0.5 0.9 0.2
N 1.9 -1.2 -1.4
O -3.0 0.1 -0.9
O 3.6 -2.7 -5.4
H 0.2 0.1 0.3
H 0.0 -0.4 0.3
H -0.2 -0.2 0.3
C -4.3 0.4 2.4
N 0.1 -0.3 2.2
O 0.0 0.0 -0.9
O -3.4 -3.7 -0.7
H -2.0 0.7 2.0
H -0.3 -0.1 -0.4
H -1.7 -1.4 0.0

Calculated values
HOMO-LUMO gap: 7.44 eV
Highest occupied orbital energy: -8.559 eV
Spin multiplicity: 1
Max |F|: 9.1 eV/A
Net charge: 0
ΔE to the lowest compared entry with this formula, charge and spin: 269.2 kcal per mole